Record 1
45
Properties=species:S:1:pos:R:3:forces:R:3 method="wB97M-V/def2-TZVPD" e_tot_ha=-1146.53378 charge=0
O -0.1529 -1.4574 0.9350 -0.4 -0.2 0.1
H -0.5216 -1.5851 0.0465 0.2 -0.1 0.3
H 0.8016 -1.5167 0.9481 0.2 -0.1 -0.6
O 2.0476 2.1244 -3.6111 -0.3 -0.4 -0.1
H 2.6381 1.7064 -4.2424 0.1 0.2 -0.1
H 2.2403 3.0661 -3.5997 0.1 0.0 0.1
O -2.0628 -1.4598 -1.0319 0.1 -0.5 -0.1
H -1.4276 -1.4408 -1.7515 -0.1 0.0 -0.3
H -2.2823 -0.5515 -0.8224 -0.1 0.5 0.0
O 1.9571 -0.4332 3.3779 0.7 -0.2 -0.7
H 2.6097 0.2534 3.1831 -0.1 0.3 0.5
H 2.3205 -1.1131 2.7896 -0.1 -0.4 0.3
O 2.5921 -1.9786 -1.4235 0.6 0.0 1.4
H 2.7263 -2.4683 -2.2212 -0.6 0.0 -0.9
H 1.8920 -1.3204 -1.4337 -0.1 0.0 -0.6
O -1.1419 2.5099 -1.7558 0.3 0.5 -0.6
H -1.9335 3.0574 -1.6772 -0.4 -0.4 0.3
H -0.7549 2.8234 -2.5803 0.4 -0.1 0.0
O 0.1252 0.9984 1.9029 -0.2 0.6 0.6
H 1.0738 0.8617 1.9281 0.3 0.6 -0.4
H -0.0903 0.1607 2.3090 -0.7 -0.1 0.0
O 4.0799 -1.3500 0.7900 -0.1 -0.2 1.0
H 3.7817 -2.0699 0.2248 -0.1 0.2 -0.3
H 4.6637 -0.8226 0.2532 0.2 0.2 -0.3
O -3.3813 -1.8008 3.4873 -0.7 0.5 -0.5
H -2.7054 -2.4682 3.5520 -0.2 -0.5 0.2
H -3.2212 -1.0948 4.1190 0.1 -0.2 0.2
O -0.5108 -2.4690 3.3750 -0.8 0.9 0.8
H -1.3467 -2.0454 3.6375 0.5 -0.7 0.3
H -0.1627 -1.6226 3.0794 1.1 -0.4 -0.5
O 1.8620 3.3405 -1.1267 -0.1 1.1 -0.3
H 2.5623 2.7354 -0.8968 0.0 -0.4 0.2
H 1.1149 3.1617 -0.5476 0.1 -0.2 0.1
O -2.6653 0.6924 1.0385 -0.7 0.4 -0.5
H -2.4735 -0.2135 1.2961 0.4 0.1 0.3
H -1.9334 1.2953 1.2010 0.7 -0.6 0.5
O -3.6253 2.3393 -0.9795 -0.2 0.5 0.3
H -3.8700 1.6177 -1.5625 0.0 -0.1 0.1
H -3.2538 1.9314 -0.1759 -0.5 -0.3 -0.5
O 0.7333 0.9051 -0.6292 0.0 -0.8 -0.5
H -0.1915 0.7539 -0.4124 0.1 -0.1 0.7
H 0.6124 1.4124 -1.4295 0.5 0.3 -0.6
O -0.2130 -1.9804 -3.9344 -0.2 -0.6 1.6
H -0.5057 -1.0757 -3.8319 0.2 0.2 -0.9
H 0.1430 -2.2059 -4.7829 0.0 0.5 -0.7

=====

Record 2
45
Properties=species:S:1:pos:R:3:forces:R:3 method="wB97M-V/def2-TZVPD" e_tot_ha=-1146.54785 charge=0
O -0.8479 -1.4210 -2.7129 -0.1 0.3 -0.4
H -0.4599 -2.2850 -2.8299 0.2 -0.6 0.2
H -1.3099 -1.2610 -3.5469 -0.1 0.1 0.1
O -1.2149 1.7090 -1.6819 1.3 -0.5 1.7
H -1.8209 2.4110 -1.6519 -1.3 1.7 0.3
H -1.1949 1.4810 -2.5789 0.3 -0.8 -2.3
O 1.5101 1.9920 0.4031 1.2 0.6 -0.6
H 0.7371 2.4460 0.7311 -1.3 0.6 0.6
H 2.0301 2.6460 -0.0789 -0.2 0.0 -0.1
O -1.0339 2.5420 1.3551 0.9 1.9 1.0
H -1.5889 2.0590 0.7761 -1.2 -1.3 -0.7
H -1.6109 3.2250 1.7461 0.5 -0.5 -0.2
O -3.0389 0.8480 0.4431 0.0 -0.7 0.5
H -3.2749 -0.1100 0.4311 0.5 0.6 0.0
H -3.7259 1.2400 -0.0719 -0.9 0.5 -0.5
O 2.4161 -1.0290 2.7261 0.2 -2.3 -1.7
H 2.6561 -0.8510 1.7801 -0.2 -0.9 1.0
H 2.4071 -0.1540 3.0171 -0.2 2.2 1.4
O -0.4979 -3.3220 0.3121 -2.1 -1.4 0.1
H 0.3891 -3.0240 0.2391 1.3 0.9 0.2
H -1.1709 -2.6100 0.4051 2.1 -0.9 -0.7
O 2.3591 1.6020 2.9611 1.6 0.6 2.3
H 3.3161 1.6460 2.8171 0.0 0.1 0.6
H 2.0861 1.5970 2.0801 -1.3 0.1 -2.3
O 1.3231 0.1980 -3.4099 2.8 0.1 -2.4
H 1.2221 1.0150 -2.9969 -0.3 1.9 1.2
H 0.6631 -0.3650 -3.1239 -2.3 -1.8 1.3
O -3.2209 -0.0630 -2.3179 -1.1 -0.1 -1.0
H -2.6639 0.4600 -1.7649 0.7 0.6 0.7
H -3.0429 -0.9360 -1.9839 0.1 -0.7 0.1
O 1.9261 -2.2980 -0.3829 0.0 0.4 0.2
H 1.4171 -1.4590 -0.4259 0.3 -0.4 0.0
H 1.7171 -2.7350 -1.2029 0.1 -0.3 -0.5
O -0.4579 -0.4780 2.5371 -1.5 0.2 -1.0
H 0.0171 -0.5110 3.3471 0.8 -0.3 0.8
H 0.1661 -0.3490 1.8151 0.1 -0.3 0.2
O 0.2151 -0.1870 -0.0799 -0.3 -0.8 0.0
H -0.5349 0.2090 -0.5149 -0.8 -0.2 -0.5
H 0.7241 0.5990 0.0751 0.9 0.6 0.0
O -2.3929 -1.6960 0.3191 -0.5 1.6 0.1
H -1.8859 -1.3290 1.0801 -0.4 -0.3 0.2
H -2.8289 -2.5050 0.5561 -0.4 -0.6 0.6
O 3.3421 0.0010 0.4711 0.0 -1.6 -0.4
H 4.2341 0.2310 0.6081 2.0 -0.1 0.3
H 2.9451 0.8220 0.3251 -1.3 1.7 -0.5

=====

Record 3
45
Properties=species:S:1:pos:R:3:forces:R:3 method="wB97M-V/def2-TZVPD" e_tot_ha=-1146.54600 charge=0
O 0.2116 0.1240 2.1155 0.6 0.6 -0.7
H -0.3326 -0.5813 2.4313 -0.6 -0.8 0.4
H -0.2914 0.9309 2.2521 0.0 0.0 -0.2
O 3.9017 1.6735 -0.2211 0.0 -0.2 0.1
H 3.8484 2.3653 0.4447 -0.1 0.4 -0.1
H 4.1143 0.9439 0.3763 0.3 -0.1 -0.4
O 3.2949 -1.6483 -1.5938 -0.4 0.0 0.0
H 2.3755 -1.7810 -1.3223 0.0 -0.3 0.2
H 3.2601 -0.7195 -1.8265 0.4 0.4 -0.1
O -3.0924 1.2396 0.1918 0.6 -1.3 1.8
H -2.6947 0.5542 -0.3466 0.2 -0.1 -0.1
H -3.5247 1.7640 -0.4433 -1.0 1.1 -1.5
O 3.7927 0.6767 2.4191 0.1 0.0 0.2
H 3.1761 1.1666 2.9714 0.0 0.1 0.2
H 3.1895 0.2750 1.7941 -0.4 -0.4 -0.1
O -0.4798 2.0498 -3.8985 -0.4 0.2 -0.3
H -0.5854 1.8901 -2.9568 0.2 0.0 0.1
H 0.4233 1.8516 -4.1529 0.1 -0.1 0.3
O -3.6467 0.8804 -2.5755 -0.1 0.4 0.3
H -3.1570 0.8382 -3.4009 0.1 -0.2 0.0
H -3.7509 -0.0108 -2.2363 0.1 -0.4 -0.4
O -0.0954 0.6498 5.0446 0.4 -0.2 0.5
H -0.9604 0.2371 5.0787 -0.2 0.2 -0.1
H -0.1213 1.3794 4.4256 -0.2 0.0 -0.1
O -2.6678 -2.3575 -2.0019 1.7 -0.8 -1.4
H -2.6482 -3.1170 -2.6144 -1.6 -0.4 0.5
H -1.7581 -2.1931 -2.3430 0.0 1.4 0.9
O -1.8198 -2.5200 2.1928 -0.4 0.0 0.2
H -2.5445 -3.1124 2.4227 0.2 -0.1 0.2
H -2.1786 -2.0694 1.4276 0.0 0.3 -0.3
O -1.3139 3.0666 -0.4529 0.7 0.6 1.3
H -1.7391 2.6837 0.3242 -1.0 -1.0 -0.6
H -0.7055 3.5582 0.1180 0.6 0.6 -1.0
O 0.4302 -1.6509 -0.9020 0.5 -0.6 -0.6
H 0.0348 -0.8024 -0.7551 -0.3 0.7 0.4
H 0.0462 -2.2673 -0.2777 -0.1 -0.1 0.5
O -0.0937 -1.4994 -3.7212 0.4 -0.3 0.4
H 0.2209 -1.8960 -4.5301 -0.2 0.0 -0.8
H 0.6386 -1.7362 -3.1354 -0.3 0.2 0.5
O 1.3639 2.6292 1.2098 -0.3 0.5 1.1
H 1.4442 3.5876 1.1844 0.1 0.0 -0.1
H 1.4299 2.3272 0.3129 0.2 -0.3 -0.8
O 0.8337 -3.3430 2.1642 -0.8 -1.2 -1.1
H 0.4505 -2.9025 2.9181 0.7 0.5 0.1
H 1.7205 -3.1343 1.8881 0.3 0.7 0.8

=====

Record 4
45
Properties=species:S:1:pos:R:3:forces:R:3 method="wB97M-V/def2-TZVPD" e_tot_ha=-1146.56654 charge=0
O -0.6244 -2.8577 0.4114 0.1 -1.0 1.6
H -0.9096 -2.9620 -0.4662 -0.1 -0.4 -1.8
H 0.0707 -2.2053 0.3706 0.8 0.3 0.1
O -2.0774 -1.1970 -1.2919 -1.0 -1.9 0.2
H -2.5309 -1.7957 -0.6252 0.8 1.4 -0.5
H -2.2548 -1.6993 -2.1086 0.3 0.3 0.2
O -1.3362 1.6862 2.0768 0.4 0.6 -0.9
H -1.8101 1.0769 2.6216 -0.2 -0.5 0.9
H -0.6427 2.1434 2.5503 -0.1 -0.1 0.6
O -1.4117 2.7787 -0.2633 0.9 2.2 -0.1
H -1.7267 2.3846 -1.0432 -0.7 -0.7 -1.5
H -1.5400 2.1776 0.4429 -0.5 -0.9 1.2
O 2.8951 -0.4756 -1.4565 1.7 2.0 0.2
H 2.2071 -1.0945 -1.5356 -1.5 -1.1 0.1
H 2.4914 0.4200 -1.4225 0.2 -0.7 -0.2
O 0.7876 -2.1558 -2.3050 -0.4 -0.6 0.3
H 1.5020 -2.3967 -2.8922 0.3 -0.2 -0.3
H 0.4774 -1.3099 -2.6258 0.1 0.6 0.0
O 1.1186 1.7775 -2.0325 0.9 0.7 -1.4
H 0.9559 1.3373 -2.8755 0.2 0.2 0.0
H 0.5752 1.2952 -1.4337 -0.8 -0.5 1.3
O -1.8712 -1.0340 1.6977 -1.6 -0.6 -0.6
H -1.1275 -0.7377 2.2020 1.1 -0.1 0.7
H -1.6752 -1.9577 1.4042 0.2 1.0 0.5
O 2.6345 0.5861 3.1777 1.4 0.3 0.8
H 2.2305 1.0571 2.4559 0.2 0.5 -1.0
H 3.4883 1.0276 3.3526 -0.7 -0.3 -0.1
O -0.5012 -0.0381 -3.5297 -0.4 0.8 0.1
H -1.2892 0.4631 -3.2788 0.3 0.5 0.1
H -0.8841 -0.8933 -3.6352 -0.2 -1.2 -0.6
O 0.1163 0.2913 -0.0406 0.8 -0.8 -1.6
H -0.6182 -0.1733 -0.4843 0.1 0.2 0.9
H -0.1361 0.5801 0.8223 -1.0 0.3 0.9
O 2.6291 2.4120 0.7937 -1.1 -0.2 -0.2
H 1.7465 2.6851 0.4627 0.6 -0.3 -0.2
H 2.7567 2.9913 1.5398 0.3 0.5 0.3
O 1.9519 -1.4238 1.3165 0.1 -0.2 0.1
H 1.6461 -0.7237 0.7396 -0.4 0.3 -0.6
H 2.8640 -1.1456 1.4313 0.3 -0.3 0.2
O -4.1538 0.4728 -1.6253 -1.1 0.3 -1.4
H -4.3584 0.1258 -2.5147 -0.4 0.5 0.5
H -3.3399 0.0214 -1.4687 1.1 -0.4 0.8
O 0.2325 -0.3399 3.5473 -0.9 0.9 -0.5
H 0.2871 -1.0651 4.1386 -0.1 -1.1 0.8
H 1.1548 -0.1095 3.3995 0.3 -0.1 0.1

=====

Record 5
45
Properties=species:S:1:pos:R:3:forces:R:3 method="wB97M-V/def2-TZVPD" e_tot_ha=-1146.45392 charge=0
H -0.2421 -0.6312 0.7129 0.2 -0.2 0.0
H -1.1019 0.5211 0.2200 0.0 0.1 -0.1
H -0.6939 2.4102 -0.9341 0.1 -0.1 -0.1
H -1.9894 3.1542 -0.6543 -0.2 -0.1 0.0
H 4.3755 1.3552 0.1068 0.0 0.2 -0.1
H 4.0598 0.7098 1.4461 0.0 0.6 0.2
H 1.4469 -0.6776 2.2515 0.0 -0.2 0.2
H 0.2064 -0.9905 3.0721 0.1 0.1 -0.1
H -2.3311 -3.5781 -1.1992 -0.1 0.1 0.2
H -2.1116 -2.2802 -1.9589 0.4 -0.2 0.1
H -1.9390 -1.6502 2.2599 -0.1 -0.2 -0.1
H -1.3467 -2.1299 3.5749 -0.1 -0.3 0.0
H -0.6550 2.2749 1.7687 0.2 -0.2 -0.1
H 0.1402 3.5648 1.6512 0.0 -0.1 0.1
H 2.4362 -2.9758 -1.7906 0.3 0.0 0.3
H 3.2584 -2.2212 -0.7588 -0.1 -0.1 0.0
H 3.7385 -0.8905 1.6201 -0.1 -0.4 -0.1
H 4.0255 -2.2126 2.3128 -0.1 -0.1 0.1
H 1.1575 -2.2525 -2.5626 -0.7 0.3 0.0
H 1.0806 -1.2370 -1.4343 0.0 -0.2 -0.3
H 2.7867 2.9033 -0.4502 0.0 -0.1 0.1
H 2.7509 3.9144 -1.5843 0.1 -0.1 -0.1
H -6.6424 -0.8059 -0.8806 0.1 0.0 -0.1
H -5.3615 -0.0936 -0.4781 -0.1 -0.2 -0.2
H 2.8609 0.5497 -1.7993 -0.1 0.3 -0.1
H 2.7407 0.5709 -3.3143 -0.1 0.1 0.0
H -4.6889 1.4011 0.6792 0.0 0.3 0.1
H -3.4970 1.9590 1.4396 0.0 0.1 0.0
H -2.1264 -0.5487 -1.7244 -0.1 0.5 0.0
H -0.8410 0.2582 -1.8060 0.2 -0.2 -0.4
O -0.2262 0.3218 0.5700 -0.2 0.0 0.3
O -1.6205 2.2656 -0.7116 0.0 0.3 0.0
O 3.6975 1.3167 0.7908 0.1 -0.3 -0.1
O 0.9724 -1.4087 2.6629 -0.9 0.2 0.2
O -2.3070 -2.6221 -1.0792 -0.3 -0.5 0.0
O -1.9525 -2.3937 2.8731 -0.1 0.3 0.1
O -0.3900 3.0528 2.2723 0.0 0.1 -0.1
O 2.4250 -2.6926 -0.8694 0.8 -0.6 0.6
O 3.3237 -1.5685 2.1653 1.0 0.2 -0.3
O 0.9542 -1.3271 -2.3856 -0.5 -1.9 -0.8
O 2.9507 2.9905 -1.3959 0.0 0.4 0.2
O -5.8497 -0.4008 -1.2503 0.0 0.1 0.2
O 2.2140 0.4893 -2.5112 1.3 1.4 -0.1
O -4.4230 2.1381 1.2406 0.1 -0.2 -0.1
O -1.2654 -0.5326 -2.1574 -1.2 0.7 0.0

=====

Calculated molar mass, 270.2; 270.2; 270.2; 270.2; 270.2 g/mol (same order as the records).
Calculated energy relative to the best compared isomer or geometry (same formula, charge and spin), 279.1; 242.1; 247.0; 193.1; 488.7 kJ/mol (same order as the records).
Calculated HOMO-LUMO gap, 10.30; 9.31; 11.06; 9.67; 8.66 eV (same order as the records).